1.
C39H53CoN4O3P2S as an isolated structure. Source: the Open Molecules 2025 dataset; level of theory: ωB97M-V with the def2-TZVPD basis set.

```
103
Properties=species:S:1:pos:R:3:forces:R:3
Co 0.34356 1.85028 -1.03515 -0.45 -0.16 -0.33
C -3.09367 1.87864 -0.51781 -0.06 -0.02 -0.02
P -1.67579 0.81508 -0.95251 0.01 0.12 -0.02
C -1.59360 -0.18357 0.58923 0.01 0.00 0.01
N -2.40445 -1.17554 0.82644 0.02 -0.01 0.02
C -2.34373 -1.75844 2.05338 -0.02 -0.02 0.00
C -3.17708 -2.86214 2.34179 0.01 0.00 0.01
C -3.13561 -3.42658 3.58296 0.00 0.01 0.00
C -2.27396 -2.91889 4.58557 0.00 -0.02 -0.01
C -1.45642 -1.85899 4.33118 0.01 -0.01 -0.01
C -1.47411 -1.26079 3.05186 0.00 -0.01 0.00
N -0.65402 -0.20845 2.79105 0.01 -0.03 -0.04
C -0.69397 0.30474 1.58985 0.03 -0.04 0.02
P 0.30232 1.78680 1.17180 0.30 0.20 0.02
C -0.66449 3.09612 1.98639 -0.04 -0.05 0.05
C 1.94904 1.83052 2.04139 -0.02 0.01 0.07
C 2.55255 3.21055 1.74211 0.01 0.00 -0.01
C 1.80819 1.65971 3.55781 0.00 -0.01 0.01
C 2.89582 0.76696 1.48896 -0.04 -0.05 -0.03
C -2.28018 -0.12985 -2.45468 -0.07 -0.04 0.03
C -3.04072 0.88163 -3.32521 -0.01 -0.01 -0.01
C -3.22619 -1.27398 -2.08513 0.00 -0.01 -0.02
C -1.11737 -0.67883 -3.28306 -0.04 0.00 -0.03
H -2.93875 2.30493 0.46888 -0.03 -0.03 0.00
H -4.01237 1.29118 -0.49081 0.00 0.01 -0.02
H -3.18741 2.69321 -1.23374 0.01 0.01 0.00
H -3.83318 -3.22803 1.56363 0.00 -0.01 0.00
H -3.76983 -4.27251 3.81158 0.00 0.00 0.00
H -2.26247 -3.38910 5.55933 0.00 0.00 0.00
H -0.77791 -1.46347 5.07435 0.00 0.01 0.01
H -0.70672 2.90701 3.05868 0.00 0.00 -0.01
H -1.67798 3.11742 1.59857 0.01 0.03 0.00
H -0.21341 4.06505 1.80033 0.03 0.04 -0.01
H 1.95456 4.02581 2.14623 -0.02 0.02 0.02
H 2.70976 3.36625 0.67599 0.01 0.00 0.00
H 3.52808 3.25768 2.23037 0.00 0.00 -0.01
H 1.19807 2.44222 4.00965 0.00 0.00 0.00
H 2.80619 1.73735 3.99488 0.01 0.01 0.00
H 1.38510 0.69438 3.82518 0.02 0.02 0.00
H 3.00159 0.83147 0.40691 -0.01 0.02 -0.02
H 2.57552 -0.23978 1.76108 -0.05 -0.06 -0.02
H 3.87874 0.92996 1.93660 0.00 -0.02 0.01
H -3.94292 1.26016 -2.84786 0.00 -0.02 -0.01
H -3.34463 0.36899 -4.23950 0.01 0.01 -0.01
H -2.41391 1.72574 -3.60924 0.03 0.07 0.00
H -4.07803 -0.93632 -1.49423 0.00 -0.01 0.01
H -2.71860 -2.05491 -1.52390 0.00 -0.01 -0.01
H -3.60925 -1.70486 -3.01366 -0.01 0.01 -0.01
H -0.34834 0.07332 -3.47722 0.00 0.00 0.00
H -1.51064 -1.00283 -4.24914 0.00 -0.01 0.00
H -0.64372 -1.53145 -2.80526 0.00 0.01 -0.01
C 5.39890 -4.04168 1.95362 0.00 -0.01 0.01
C 4.49622 -3.11444 1.15160 -0.01 0.01 0.02
C 3.56565 -3.90603 0.24221 -0.04 -0.02 -0.04
N 2.74748 -3.03610 -0.60841 -0.02 0.01 -0.02
C 1.72551 -2.27497 -0.22977 0.01 -0.04 0.05
S 1.27132 -0.94822 -1.14889 0.15 0.16 -0.02
N 1.06748 -2.61871 0.93594 0.03 0.13 -0.02
C 0.57554 -3.86064 1.38020 -0.17 0.02 -0.01
O 0.27359 -3.97518 2.54266 0.06 -0.02 0.07
C 0.32427 -4.92825 0.37489 0.12 0.00 0.00
C -0.07904 -4.63369 -0.92386 0.02 0.01 -0.01
C -0.37617 -5.66460 -1.80152 -0.01 -0.01 0.01
C -0.25900 -6.98413 -1.38695 0.00 0.00 0.00
C 0.13468 -7.27806 -0.08737 -0.01 0.00 0.00
C 0.41300 -6.25148 0.79846 0.02 0.00 -0.01
H 6.04908 -3.47602 2.61899 0.00 0.01 0.00
H 6.03354 -4.63918 1.29727 0.00 0.00 0.00
H 4.81219 -4.72777 2.56731 0.00 0.00 0.00
H 5.09272 -2.42710 0.54631 0.01 -0.01 -0.01
H 3.89230 -2.50037 1.82564 -0.01 0.00 -0.01
H 2.93004 -4.56666 0.82450 -0.08 -0.05 0.05
H 4.13489 -4.54982 -0.42914 0.00 0.02 -0.01
H 3.16269 -2.73753 -1.47954 0.00 -0.02 0.01
H 0.71465 -1.84082 1.47629 0.01 0.02 0.02
H -0.18422 -3.60426 -1.24682 0.01 0.01 -0.01
H -0.70155 -5.43910 -2.80826 0.00 0.00 -0.01
H -0.48380 -7.78702 -2.07641 0.00 0.00 0.00
H 0.21577 -8.30708 0.23541 0.00 0.00 0.00
H 0.69811 -6.45902 1.82170 0.00 0.00 0.00
C -3.50227 5.69102 -2.28207 -0.01 0.00 0.01
C -2.08457 5.20953 -2.14076 -0.04 -0.04 -0.03
C -1.25898 5.69051 -1.13313 0.05 0.00 0.03
C 0.06669 5.28855 -1.00846 0.00 -0.02 -0.01
C 0.94673 5.97704 0.00323 0.02 0.00 -0.03
C 0.55512 4.30749 -1.88489 0.00 0.02 -0.03
C -0.24854 3.83457 -2.94542 0.05 -0.03 0.08
C 0.33995 3.01435 -4.07116 -0.03 -0.01 -0.02
C -1.55339 4.30495 -3.05235 -0.06 -0.03 0.01
C 1.97644 3.79210 -1.77316 -0.10 -0.14 -0.05
O 2.95311 4.47489 -1.94314 0.00 0.04 -0.01
O 2.00356 2.50284 -1.47865 0.31 0.03 0.35
H -3.75693 6.40818 -1.50376 0.00 0.00 0.00
H -4.21109 4.86225 -2.22192 0.01 0.00 0.00
H -3.65378 6.17312 -3.24866 0.00 0.00 0.00
H -1.64219 6.44271 -0.45156 0.00 0.00 0.01
H 0.83117 7.05655 -0.09716 0.01 0.00 -0.02
H 1.99665 5.74130 -0.13977 0.02 -0.01 0.00
H 0.66850 5.73146 1.02805 -0.04 -0.01 0.03
H 1.12092 2.32940 -3.74388 0.01 0.00 -0.02
H 0.79752 3.69105 -4.79603 0.02 -0.01 0.00
H -0.42701 2.44939 -4.60002 -0.04 0.00 0.02
H -2.15715 3.99086 -3.89727 -0.01 -0.01 -0.01
```
Forces are in eV/Å.

E_HOMO (alpha / beta) ... -11.10 / -11.28 eV
2S+1 ... 2
<S²> ... 0.779
Charge ... +1
Total energy ... -120443.7642 eV



2.
C30H25F6N2 as an isolated structure at a distorted geometry. Source: the Open Molecules 2025 dataset; level of theory: ωB97M-V with the def2-TZVPD basis set.

```
63
Properties=species:S:1:pos:R:3:forces:R:3
F -2.18813 -6.08425 -0.14874 -0.78 0.65 -0.56
C -3.05860 -5.26327 -0.81482 -0.12 -1.29 -0.19
F -2.91131 -5.52598 -2.15044 -0.18 0.20 1.10
F -4.32123 -5.64961 -0.46545 1.03 0.32 -0.31
C -2.79658 -3.82105 -0.50982 0.04 0.17 -0.55
C -3.17605 -2.85368 -1.44081 0.24 0.38 0.68
C -2.86759 -1.51283 -1.17613 0.00 -0.31 -0.56
C -2.08429 -1.13542 -0.06743 -0.26 -0.32 0.12
C -1.62470 0.29622 0.05202 -1.68 -0.10 -0.08
C -1.82834 0.97880 1.39096 -0.69 0.55 0.59
C -1.95962 0.38426 2.68157 0.52 -0.41 0.17
C -1.72431 1.13563 3.84042 -0.37 0.21 -0.49
C -1.59572 2.51888 3.73128 0.48 -0.28 0.09
C -1.19333 3.30475 4.93976 0.40 0.74 0.93
F -0.65712 4.51805 4.60130 -0.48 -0.99 0.32
F -2.23846 3.54839 5.78214 0.86 -0.23 -0.65
F -0.23763 2.63639 5.66193 -0.84 0.56 -0.53
C -1.80513 3.14879 2.51849 -0.21 0.32 -0.04
C -2.01282 2.38087 1.37909 0.54 0.03 -0.30
C -1.82578 -2.13085 0.89859 0.58 -0.08 0.20
C -2.16009 -3.46554 0.66307 0.19 0.07 0.51
H -3.68575 -3.16269 -2.34754 -0.04 0.22 0.13
H -3.27479 -0.76350 -1.86844 0.50 -0.18 0.26
H -2.21106 0.89749 -0.69348 0.87 -0.43 0.35
H -2.26898 -0.66437 2.84327 0.67 0.77 -0.36
H -1.62412 0.67527 4.82734 -0.29 -0.01 -0.45
H -1.75550 4.24253 2.46563 -0.25 -0.50 -0.05
H -2.29774 2.90614 0.45397 0.48 -0.38 0.35
H -1.34757 -1.89247 1.86623 -0.03 -0.22 -1.04
H -1.89811 -4.25101 1.38696 -0.15 0.55 -0.32
C 1.97310 0.29853 1.37687 -0.19 0.49 0.28
N 1.67417 -0.23272 0.06703 -0.61 0.81 -0.91
C 0.85761 0.46006 -0.87977 4.85 -3.34 -1.47
H -0.39839 0.34373 -0.40664 -2.56 0.19 1.20
C 1.24895 1.88879 -1.09731 0.16 1.09 -0.17
C 2.57386 2.15231 -1.52517 -0.28 0.62 0.10
C 3.00288 3.47360 -1.73306 0.39 -0.33 -0.10
C 2.13137 4.53871 -1.51544 -0.79 -0.02 0.25
C 0.81378 4.27620 -1.09967 0.46 -0.09 -0.17
C 0.39042 2.95136 -0.90992 0.01 0.55 -0.03
N 1.00460 -0.36993 -2.03989 0.11 0.94 1.00
C 0.55056 0.00756 -3.36125 -0.43 0.46 -0.16
C 1.90752 -1.40342 -1.82503 -0.33 0.57 0.26
C 2.31907 -1.32120 -0.49527 -0.35 0.60 -0.11
C 3.32974 -2.12037 -0.00178 0.74 -1.05 0.36
C 3.94031 -3.03698 -0.88103 -0.32 0.44 0.48
C 3.52889 -3.11880 -2.22077 -0.51 0.38 -0.26
C 2.49956 -2.28698 -2.70592 0.43 -1.10 -0.56
H 2.62082 -0.40623 1.89393 -0.17 0.11 0.07
H 2.48218 1.28124 1.32467 -0.28 -0.48 -0.10
H 1.02268 0.40747 1.91197 0.31 0.06 0.17
H 3.27967 1.35627 -1.70002 0.03 -0.28 0.02
H 4.04286 3.69152 -2.07086 -0.97 -0.40 0.33
H 2.46089 5.57309 -1.66704 -0.13 -0.50 0.07
H 0.12205 5.10479 -0.92542 0.23 -0.34 -0.08
H -0.61667 2.73398 -0.60232 -0.08 0.18 0.00
H 0.87794 -0.75122 -4.07056 -0.18 0.12 0.09
H -0.54251 0.04083 -3.32944 0.13 0.05 -0.34
H 0.94302 0.99079 -3.69096 -0.13 -0.49 0.37
H 3.64155 -2.04941 1.04798 -0.04 -0.09 -0.58
H 4.75010 -3.68584 -0.52289 -0.44 0.39 -0.13
H 4.02387 -3.83164 -2.89415 -0.32 0.43 0.31
H 2.17400 -2.35207 -3.75182 0.26 -0.01 0.52
```
Forces are in eV/Å.

E_HOMO ... -11.34 eV
Charge ... +1
Total energy ... -50793.8920 eV



3.
A 5-piece molecular cluster, C17H35NO6PS overall at a distorted geometry. Source: the Open Molecules 2025 dataset; level of theory: ωB97M-V with the def2-TZVPD basis set.

```
61
Properties=species:S:1:pos:R:3:forces:R:3
N -2.26237 -3.16399 7.46562 3.52 3.87 -4.21
C -1.63136 -2.40271 6.75545 -2.57 -0.80 3.53
O -0.99037 -1.17878 6.32731 0.28 -4.36 0.69
S 0.63682 -1.49485 5.98510 0.22 1.81 0.77
P 0.64148 -2.63149 4.10943 -2.07 -5.62 -2.56
O -0.04473 -4.00102 4.25607 1.76 3.58 0.35
H 1.18218 -2.41584 6.89908 -1.11 0.32 -0.61
H 2.04079 -2.73568 3.75328 -0.56 0.68 0.76
H -0.01848 -1.88485 3.07750 0.43 0.71 0.79
C -3.95798 0.72284 4.38307 0.00 -0.08 0.49
C -3.75338 1.84910 3.39549 -0.26 0.24 -0.30
C -2.42423 1.48129 2.76720 0.33 0.14 -0.09
O -2.33410 0.04839 2.79365 0.00 -0.02 0.31
C -3.37940 -0.46164 3.63506 -0.16 -0.17 -0.35
H -4.99985 0.57577 4.67222 0.10 -0.02 -0.02
H -3.37407 0.91406 5.29039 -0.08 0.00 -0.01
H -4.54361 1.82593 2.63816 0.08 0.05 0.06
H -3.74841 2.83969 3.85322 0.02 -0.09 -0.05
H -1.58563 1.88079 3.34808 -0.01 0.12 -0.03
H -2.33475 1.83566 1.73766 0.07 -0.14 0.05
H -4.13045 -0.92838 2.98966 0.01 -0.08 0.13
H -2.97346 -1.22447 4.30527 0.03 -0.07 -0.09
C 1.64564 -0.98657 -1.45556 -0.19 -0.19 -0.19
C 0.89204 0.22302 -0.94705 0.28 0.26 0.18
C 0.10017 -0.35910 0.20611 -0.46 0.10 -0.05
O 0.87945 -1.44132 0.74086 0.01 -0.02 0.30
C 1.95027 -1.73170 -0.17219 0.39 -0.15 0.06
H 2.54118 -0.73818 -2.02548 -0.14 -0.11 0.04
H 0.99197 -1.59024 -2.09140 0.19 0.04 0.06
H 1.59893 0.97051 -0.57474 -0.18 0.01 -0.10
H 0.26109 0.69612 -1.70019 0.07 -0.02 0.14
H -0.85512 -0.77144 -0.13496 -0.03 0.08 0.04
H -0.09794 0.37470 0.99148 0.00 -0.12 0.04
H 2.88230 -1.37631 0.28136 0.06 -0.03 -0.06
H 2.02478 -2.81142 -0.32110 -0.07 0.04 0.10
C -0.62745 5.00445 -2.11286 -0.48 0.00 -0.14
C 0.16386 5.55398 -0.94788 0.32 0.37 0.08
C 0.48142 4.29773 -0.16155 -0.02 -0.25 0.18
O 0.57526 3.22603 -1.11031 -0.16 0.42 0.04
C 0.06976 3.68422 -2.37284 0.28 -0.17 -0.20
H -0.63735 5.65968 -2.98551 0.01 -0.08 0.06
H -1.66374 4.82604 -1.80645 0.06 0.02 -0.07
H 1.08998 6.01122 -1.31147 -0.07 -0.01 0.07
H -0.37686 6.29874 -0.36117 0.05 -0.07 -0.03
H -0.32350 4.05404 0.54087 0.00 0.08 0.08
H 1.41795 4.37761 0.39590 -0.03 -0.11 -0.05
H 0.92243 3.81215 -3.04819 -0.08 0.00 -0.07
H -0.60001 2.93178 -2.79599 0.08 -0.04 0.08
C 1.43225 -3.15935 -6.04147 -0.29 0.26 -0.32
C 2.88768 -3.55946 -5.95760 0.26 -0.42 -0.05
C 3.39925 -2.65893 -4.85103 0.17 0.28 0.09
O 2.29778 -2.42774 -3.96067 0.04 -0.22 -0.41
C 1.09420 -2.89241 -4.58842 -0.08 -0.12 0.31
H 0.79301 -3.91907 -6.49458 0.04 0.07 0.06
H 1.33391 -2.23701 -6.62367 -0.04 -0.08 0.03
H 2.96692 -4.60822 -5.65256 0.04 0.07 -0.05
H 3.43283 -3.43466 -6.89479 -0.03 0.00 0.09
H 3.72119 -1.68895 -5.24457 0.08 -0.04 -0.04
H 4.23048 -3.10405 -4.29892 -0.09 0.07 0.06
H 0.78356 -3.81081 -4.07820 -0.10 0.00 -0.05
H 0.30581 -2.14488 -4.47118 0.08 0.01 0.07
```
Forces are in eV/Å.

E_HOMO ... -11.12 eV
Charge ... +1
Total energy ... -52081.9915 eV